No. 1
DFT (ωB97M-V/def2-TZVPD) results for a structure of composition C2H29O13Pb at a distorted geometry.

```
45
Properties=species:S:1:pos:R:3:forces:R:3:lowdin_charge:R:1
Pb 2.311 3.412 0.631 0.2 -1.4 -1.2 1.1045
O 1.714 1.013 -3.781 -0.3 0.1 -0.8 -0.0582
O 4.113 -0.057 -1.121 0.6 -0.1 -0.2 -0.0628
O -0.202 4.016 0.232 0.2 0.0 0.7 -0.2027
O 0.339 -3.433 1.073 1.0 0.0 -0.4 -0.0512
O -1.157 2.735 -2.172 -0.5 0.4 0.4 -0.0356
O -2.224 -1.354 -2.340 -0.2 -0.1 0.0 -0.0224
O -2.039 -2.739 1.794 -0.5 0.1 0.1 -0.0251
O -3.351 1.163 2.624 0.2 0.1 0.4 -0.0597
O 2.776 -1.857 1.627 0.6 0.3 0.0 -0.0533
O -3.766 -0.602 -0.236 -0.3 0.2 1.2 -0.0513
O 2.355 -3.840 -1.124 0.0 -0.3 -0.4 -0.0611
O 1.533 1.329 -0.894 -0.5 -0.4 0.9 -0.5114
O 1.152 3.551 2.857 -0.1 0.2 0.4 -0.2306
C 0.741 0.167 -0.571 -0.2 2.5 -0.4 -0.4055
C -0.239 0.397 0.570 0.7 -0.1 -0.5 -0.0815
H 0.261 3.205 2.898 -0.5 -0.3 -0.2 0.0516
H -3.167 -0.860 -0.936 0.5 -0.1 -0.8 -0.0281
H 3.223 0.102 -0.805 -0.6 0.5 0.0 -0.0325
H -2.294 -1.985 1.262 -0.2 0.5 -0.3 0.0185
H 4.600 -0.322 -0.341 0.1 -0.2 0.2 0.0227
H 1.270 -0.778 -0.448 0.5 0.0 0.0 0.0826
H -0.820 4.723 0.420 -0.1 0.3 0.2 0.0663
H 0.065 0.055 -1.418 -0.1 -0.7 -0.6 0.0694
H 1.210 4.155 3.597 0.2 0.3 0.3 0.0633
H 3.194 -3.701 -0.683 0.2 0.2 0.1 0.0267
H 1.743 -3.269 -0.660 -0.3 0.0 0.3 -0.0244
H 0.290 0.688 1.477 -0.1 -0.3 0.2 0.0717
H 2.614 -2.692 2.067 -0.2 -0.2 0.0 0.0264
H 1.935 -1.626 1.234 -0.3 -0.1 0.0 -0.0179
H -0.758 -0.560 0.638 -0.4 0.2 0.6 0.0527
H 1.424 0.984 -2.869 0.3 0.3 1.0 -0.0375
H -3.148 0.663 1.834 0.0 -0.2 -0.5 -0.0116
H -1.857 -2.239 -2.359 0.1 -0.3 0.0 0.0661
H -0.907 1.201 0.262 -0.2 -0.1 0.2 0.0659
H -0.510 3.642 -0.594 -0.4 -0.4 -0.7 -0.0123
H 0.385 -4.270 1.535 0.1 -0.2 0.0 0.0543
H -2.844 -3.000 2.242 -0.1 -0.2 0.2 0.0725
H -4.269 1.415 2.519 -0.2 0.1 -0.1 0.0307
H -0.529 -3.090 1.284 -0.4 -0.1 0.3 -0.0356
H -4.292 -1.383 -0.070 -0.3 -0.1 0.0 0.0384
H -1.490 -0.786 -2.574 0.2 0.3 -0.1 0.0439
H -0.347 2.337 -1.854 0.9 -0.7 0.0 -0.0057
H -0.868 3.394 -2.803 0.1 0.1 -0.4 0.0607
H 1.831 0.095 -4.025 0.2 -0.2 -0.1 0.0292
```
Positions in Å, forces in eV/Å.

Values from the calculation:
multiplicity: 2
relative energy (zero: lowest compared OMol25 entry of this formula, charge and spin): 0.140 eV
net charge: 0

=====

No. 2
DFT (ωB97M-V/def2-TZVPD) results for a cluster of 7 separate species, C14H28Cl14 in total at a distorted geometry.

```
56
Properties=species:S:1:pos:R:3:forces:R:3:lowdin_charge:R:1
Cl 2.446 -2.098 0.480 0.1 0.2 0.3 0.6038
Cl 3.980 -0.509 -5.639 0.2 0.1 0.2 0.5267
Cl 0.507 -0.432 4.541 -0.5 -0.1 0.2 0.5686
Cl -1.206 2.182 -0.158 -0.2 0.1 -0.2 0.6258
Cl 1.705 2.468 1.543 -0.2 0.0 0.1 0.5352
Cl 3.069 1.877 4.941 0.0 -0.1 0.0 0.5496
Cl -3.461 4.871 1.172 0.3 -0.1 0.1 0.5467
Cl -0.377 -2.403 -1.768 0.2 0.0 0.0 0.5454
Cl -5.640 4.318 -1.351 0.3 0.5 -0.1 0.5108
Cl 1.449 0.369 -3.647 0.1 0.2 0.0 0.5626
Cl 5.052 -2.671 -1.476 0.5 0.2 -0.2 0.6157
Cl -2.854 -4.155 -3.032 0.0 0.3 -0.1 0.5136
Cl -2.398 -0.832 2.342 0.3 -0.1 0.2 0.5730
Cl -5.726 1.798 1.568 0.0 -0.1 -0.3 0.5452
C -3.842 4.350 -1.452 -0.2 -1.1 -0.1 -0.6698
C -2.954 -2.379 -2.694 0.2 -0.9 0.8 -0.6037
C 0.882 0.945 1.044 0.5 0.6 -0.1 -0.6596
C 3.070 0.131 5.248 0.1 -0.7 0.6 -0.6729
C 0.208 1.139 -0.298 0.7 -1.0 0.1 -0.6828
C -3.148 5.329 -0.525 -0.9 -0.4 -0.2 -0.6296
C 2.884 -0.552 -3.140 0.4 -0.7 0.5 -0.7030
C -2.098 -2.069 -1.479 -0.1 0.1 0.1 -0.6682
C 4.148 -0.163 -3.884 -0.7 0.5 -0.4 -0.6464
C -4.091 1.247 2.037 -0.6 0.1 1.2 -0.6731
C 2.234 -0.663 4.263 0.5 0.9 -0.3 -0.6665
C 3.785 -3.825 -1.116 -1.2 -0.2 0.4 -0.6675
C 3.266 -3.653 0.312 0.2 -1.0 -0.4 -0.6409
C -3.928 -0.213 1.710 0.0 0.1 -1.4 -0.6808
H 0.204 0.666 1.844 -0.1 -0.1 -0.1 0.0153
H 2.514 -4.415 0.515 0.0 0.0 -0.1 0.0753
H 4.099 -0.227 5.231 0.0 0.2 -0.3 0.0721
H -3.574 6.323 -0.610 0.2 0.1 -0.3 0.0638
H -2.084 5.302 -0.740 0.1 0.1 0.2 0.0677
H -3.878 -0.304 0.621 0.1 -0.1 0.1 0.0536
H -0.067 0.159 -0.695 -0.4 0.0 0.2 0.0200
H -3.996 -2.239 -2.422 0.0 0.4 -0.2 0.0681
H -3.614 3.309 -1.220 0.4 0.2 0.4 0.0138
H 2.480 -1.720 4.270 -0.1 -0.1 0.2 0.0748
H 4.119 -4.837 -1.332 0.3 0.0 0.3 0.0790
H 5.047 -0.659 -3.541 -0.2 -0.3 0.2 0.0362
H -4.743 -0.863 2.013 0.0 0.2 0.5 0.0709
H 1.714 0.246 0.974 -0.3 -0.2 -0.1 -0.0160
H -3.365 1.908 1.579 0.1 -0.2 -0.2 -0.0048
H -2.390 -2.670 -0.621 -0.1 -0.1 -0.1 0.0637
H -2.168 -1.027 -1.165 -0.1 0.1 -0.3 0.0520
H 2.624 -1.605 -3.236 0.1 0.0 -0.3 0.0472
H 4.053 -3.788 1.050 0.0 0.4 0.0 0.0739
H 2.725 -0.034 6.268 -0.2 0.1 0.0 0.0639
H 3.057 -0.415 -2.072 -0.1 0.3 0.0 0.0444
H 2.927 -3.648 -1.768 0.2 0.2 -0.2 0.0547
H -3.541 4.430 -2.496 -0.2 0.6 0.0 0.0752
H 4.279 0.911 -3.753 0.1 0.0 -0.3 0.0700
H 2.415 -0.249 3.275 0.1 -0.2 -0.2 0.0275
H -2.649 -1.856 -3.592 -0.1 0.1 0.0 0.0707
H -4.066 1.390 3.118 0.2 0.0 -0.1 0.0694
H 0.916 1.508 -1.035 -0.1 0.5 0.1 0.0396
```
Positions in Å, forces in eV/Å.

Values from the calculation:
relative energy (zero: lowest compared OMol25 entry of this formula, charge and spin): 0.479 eV
net charge: 0
SMILES: ClCCCl.ClCCCl.ClCCCl.ClCCCl.ClCCCl.ClCCCl.ClCCCl

=====

No. 3
DFT (ωB97M-V/def2-TZVPD) results for a cluster of 2 separate species, C4H13NO2 in total at a distorted geometry.

```
20
Properties=species:S:1:pos:R:3:forces:R:3:lowdin_charge:R:1
O 1.685 2.162 -1.526 -0.2 1.1 -1.3 -0.1181
O -1.480 0.524 2.207 -1.8 2.7 -0.1 -0.0952
N 0.865 0.682 0.694 -1.5 -2.8 -0.8 0.0145
C 0.066 -1.469 -0.488 3.8 1.8 -0.9 -0.2201
C -1.355 -0.503 1.271 1.5 1.5 -0.6 -0.2662
C 0.366 -1.599 -2.031 -1.4 -2.3 -1.0 -0.0990
C -0.349 -0.114 0.151 0.7 0.9 -1.1 -0.3421
H 1.729 1.463 -0.857 -1.1 0.2 0.3 -0.0231
H 0.820 -2.629 -2.284 -0.5 1.3 0.8 0.0789
H 1.418 -0.039 1.245 -1.0 1.9 -0.1 0.1101
H -0.578 -2.125 -0.051 -2.7 -2.3 -0.2 0.0478
H 0.957 -1.928 0.049 -0.2 1.3 -0.4 0.1258
H -2.053 1.291 1.830 1.5 -2.2 0.9 0.1472
H 0.783 2.502 -1.746 1.2 -1.1 0.9 0.0430
H -0.820 0.602 -0.604 0.4 -1.1 0.7 0.1488
H -0.627 -1.704 -2.601 1.3 0.7 0.7 0.0794
H -0.804 -1.274 1.746 0.1 -1.0 1.0 0.1053
H -2.323 -0.849 0.970 -0.4 -0.4 -0.7 0.1205
H 1.047 -0.917 -2.589 -0.7 0.1 1.1 0.0685
H 0.389 1.453 1.169 1.1 -0.5 0.8 0.0738
```
Positions in Å, forces in eV/Å.

Values from the calculation:
relative energy (zero: lowest compared OMol25 entry of this formula, charge and spin): 1.898 eV
net charge: 0
SMILES: CC[C@H](N)CO.O

=====

No. 4
DFT (ωB97M-V/def2-TZVPD) results for a cluster of 8 separate species, C33H83N5O8 in total at a distorted geometry.

```
129
Properties=species:S:1:pos:R:3:forces:R:3:lowdin_charge:R:1
O 0.821 -2.887 2.503 0.0 0.8 -0.3 -0.1192
O -1.153 3.234 -0.473 -0.1 -0.1 0.3 -0.1559
O 3.441 -2.569 -0.608 0.3 0.1 0.2 -0.0246
O -3.026 1.903 1.228 -0.1 -0.5 0.1 -0.0348
O 0.454 -1.929 -0.053 0.4 0.6 0.5 -0.1507
O 2.955 5.583 3.033 -0.1 -0.1 0.1 -0.1695
O -0.852 -3.868 -6.048 -0.1 0.6 -0.4 -0.1789
O 0.866 0.678 2.884 0.1 -0.4 0.7 -0.2369
N -1.910 -0.104 3.347 -0.2 0.3 -0.3 0.0725
N 3.797 -2.730 -1.961 -0.6 0.2 -1.3 -0.1139
N -4.344 2.322 0.985 -0.2 1.5 -0.8 -0.0976
N 1.357 2.883 1.067 -0.5 -0.7 0.9 0.0535
N -1.051 -2.461 -2.663 -0.3 0.3 0.2 0.0449
C 2.797 4.292 2.479 0.6 0.3 -0.6 -0.2180
C 1.265 -4.150 2.095 0.2 -1.7 -0.1 -0.1386
C 4.657 -4.099 -3.714 -0.9 -0.8 -0.2 -0.1588
C 0.310 4.512 2.569 0.5 0.3 -0.3 -0.0340
C 0.264 0.507 4.173 0.2 0.4 0.7 -0.2022
C -4.832 3.260 1.996 -0.6 -0.9 0.3 -0.5095
C -6.515 1.932 -0.183 -0.1 1.0 0.5 -0.1287
C 1.522 4.215 1.663 -0.8 0.3 0.3 -0.3980
C 0.706 -3.847 -3.471 -0.1 -1.6 -0.6 -0.0636
C -1.778 0.666 5.643 -0.8 -0.5 0.2 -0.0651
C -0.036 -0.595 0.152 -0.3 -0.5 -0.9 -0.1062
C 4.595 -3.929 -2.203 0.9 0.8 0.3 -0.5228
C -1.882 -4.158 -6.974 0.6 0.2 -0.6 -0.1150
C 4.092 -1.432 -2.646 -0.2 0.1 0.3 -0.4812
C -7.196 2.779 0.919 1.3 -0.6 -0.3 -0.1631
C 3.990 5.651 3.975 0.5 -0.3 0.6 -0.1229
C 2.225 0.242 3.004 -0.4 -0.5 0.2 -0.0913
C -5.165 1.342 0.286 0.1 -0.7 -0.3 -0.5166
C -5.439 0.107 1.120 0.0 -0.8 1.4 -0.0341
C -0.345 -2.848 -3.895 0.1 0.8 0.9 -0.4327
C -0.656 2.819 -1.730 0.1 -0.6 -0.2 -0.1476
C -3.887 4.446 2.100 0.8 -0.1 0.2 -0.0334
C -1.403 -3.361 -4.854 0.2 -1.2 1.1 -0.2323
C 3.886 -5.160 -1.629 0.2 1.0 0.6 -0.0225
C 5.069 -2.901 -4.527 0.8 0.4 1.1 -0.1713
C -4.424 0.900 -0.969 0.3 -0.2 -0.5 -0.0377
C 5.352 -0.732 -2.096 0.4 -1.2 0.1 -0.0208
C 4.191 -1.690 -4.176 0.3 -0.9 0.3 -0.1133
C -6.186 3.766 1.494 -0.4 0.9 0.1 -0.1479
C -1.209 0.825 4.239 -0.3 0.2 -0.2 -0.4399
C 6.026 -3.867 -1.626 0.7 -0.7 0.5 -0.0349
C -5.008 2.575 3.377 -0.2 -0.3 -0.2 -0.0121
C 2.851 -0.560 -2.428 -0.2 -0.5 -0.2 -0.0319
H 5.077 -3.206 -5.573 -0.1 0.5 -0.1 0.1144
H -2.491 2.334 0.533 0.0 0.0 0.1 0.0664
H 0.409 -0.526 4.511 0.0 -0.1 -0.1 0.1232
H -2.705 0.389 2.944 -0.2 -0.1 0.2 0.0377
H -5.252 3.249 4.200 0.1 0.3 -0.1 0.0855
H 2.004 -1.177 -2.739 -0.2 0.1 0.2 0.0688
H 2.694 0.093 2.033 -0.2 0.4 -0.2 0.0904
H 5.370 -0.716 -1.005 -0.4 0.3 0.0 0.0826
H -0.606 4.566 1.979 -0.1 -0.7 0.2 0.0658
H 2.831 0.323 -3.068 0.3 0.1 0.1 0.0903
H -6.353 2.553 -1.069 0.2 0.2 0.1 0.1181
H 4.989 5.593 3.530 0.0 0.1 -0.3 0.0874
H 3.940 6.557 4.576 -0.3 0.2 -0.4 0.0870
H -6.039 0.357 1.998 -0.4 -0.1 -0.3 0.0645
H 0.257 2.221 -1.650 0.1 0.2 0.3 0.0668
H -5.901 -0.732 0.596 -0.2 0.3 -0.3 0.0903
H -0.599 -0.312 -0.739 0.2 0.1 -0.1 0.0722
H 3.902 -5.128 -0.538 0.1 0.0 0.0 0.0783
H -0.395 -2.235 -1.919 0.0 -0.4 -0.1 0.0270
H -1.579 -0.333 6.039 0.5 0.2 0.2 0.0791
H 1.147 2.261 1.856 -0.5 0.1 -0.3 0.0454
H -0.458 3.072 0.190 0.4 0.1 -0.1 0.0302
H 3.634 4.036 1.815 0.2 0.2 0.0 0.1284
H -4.122 2.000 3.645 0.2 0.1 0.0 0.0602
H 6.098 -3.525 -0.590 -0.5 0.1 0.0 0.0865
H -1.899 -4.209 -4.360 -0.2 0.1 0.2 0.1300
H 4.454 -6.032 -1.946 -0.5 -0.2 -0.2 0.0878
H 4.610 -0.791 -4.630 -0.3 0.1 -0.2 0.1198
H 1.619 -3.471 -3.011 -0.1 0.4 -0.2 0.0408
H -2.872 0.649 5.592 0.0 0.2 -0.4 0.0708
H -2.396 -3.225 -7.224 -0.6 -0.2 0.3 0.0872
H -3.892 1.707 -1.478 -0.4 0.3 0.1 0.0833
H 5.274 -4.979 -3.918 0.2 0.1 -0.1 0.1260
H 2.826 3.526 3.265 -0.4 0.0 0.2 0.1173
H -0.764 -0.584 0.948 0.0 0.1 0.3 0.0588
H -2.960 4.149 2.598 0.0 -0.1 0.0 0.0657
H -1.341 -0.201 2.518 0.3 -0.1 0.0 0.0222
H 2.838 -5.104 -1.922 0.1 -0.5 -0.3 0.0750
H -4.554 -0.336 1.589 0.4 0.3 -0.4 0.0783
H 6.093 -2.655 -4.222 0.1 0.0 -0.4 0.1015
H -6.656 4.274 2.343 0.0 0.1 0.0 0.1202
H -0.439 3.666 -2.383 -0.2 0.0 0.0 0.0784
H -8.030 3.330 0.487 -0.2 -0.1 0.2 0.1091
H 0.136 -2.869 3.176 -0.1 -0.5 -0.1 0.1027
H -1.589 -1.615 -2.797 -0.2 0.1 -0.2 0.0625
H -1.365 1.877 3.967 0.1 0.0 -0.3 0.1289
H -7.202 1.164 -0.543 0.2 -0.4 0.2 0.1172
H 6.792 -3.306 -2.162 -0.4 0.2 -0.3 0.0643
H -5.160 0.470 -1.653 0.2 -0.1 -0.1 0.0868
H 1.446 4.960 0.869 0.7 0.1 -0.1 0.1432
H 5.561 0.257 -2.499 -0.2 0.0 -0.1 0.0841
H 3.648 -4.383 -4.035 0.0 0.0 0.0 0.1128
H 3.949 4.840 4.714 -0.2 -0.2 -0.1 0.0845
H 2.221 -0.738 3.487 0.2 0.0 0.0 0.0798
H 6.185 -1.400 -2.324 0.2 0.4 -0.2 0.0514
H 2.795 0.926 3.636 0.1 0.1 -0.1 0.0869
H -5.985 4.544 0.752 0.0 0.0 -0.1 0.1202
H 0.096 -1.940 -4.330 0.4 -0.3 -0.3 0.1324
H 0.523 -4.933 1.892 -0.6 0.5 0.5 0.0917
H 0.779 1.157 4.893 0.1 0.0 0.0 0.1325
H 6.437 -4.882 -1.594 -0.1 -0.1 -0.1 0.0802
H -1.464 -4.472 -7.933 0.4 -0.1 0.2 0.0833
H 1.737 -4.102 1.112 0.4 0.6 0.3 0.0705
H 0.333 3.801 3.396 -0.6 -0.2 -0.1 0.0784
H 0.760 0.127 0.326 0.0 0.0 0.1 0.0656
H 0.760 -2.189 0.837 -0.3 -0.2 -0.2 0.0312
H -4.275 5.272 2.697 -0.4 -0.1 -0.1 0.0887
H 0.296 -4.581 -2.767 -0.4 0.4 0.2 0.0889
H -1.382 2.141 -2.186 -0.1 0.3 -0.2 0.0697
H 0.948 -4.511 -4.308 0.4 0.4 -0.2 0.0805
H -1.581 1.463 6.360 0.6 -0.1 -0.1 0.0776
H -2.508 -4.983 -6.628 -0.4 0.3 0.2 0.0893
H 0.377 5.508 3.008 0.4 0.0 0.0 0.0816
H -3.660 0.150 -0.779 0.0 -0.2 0.2 0.0746
H 1.946 -4.586 2.830 0.2 0.1 -0.2 0.0864
H 2.475 -2.572 -0.652 -0.1 0.2 0.2 0.0623
H 2.738 -0.294 -1.377 0.0 0.2 -0.1 0.0711
H -2.162 -2.572 -4.921 0.0 0.0 -0.8 0.1248
H 3.191 -1.924 -4.547 -0.1 0.4 -0.1 0.1140
H -7.521 2.118 1.724 -0.4 0.0 -0.1 0.1015
H -5.827 1.858 3.319 0.0 0.0 0.1 0.0621
H 2.195 2.418 0.724 0.3 0.8 -0.4 0.0844
H -3.598 4.804 1.110 -0.2 0.1 0.0 0.0913
```
Positions in Å, forces in eV/Å.

Values from the calculation:
relative energy (zero: lowest compared OMol25 entry of this formula, charge and spin): 0.000 eV
net charge: 0
SMILES: CC1(C)CCCC(C)(C)N1O.CC1(C)CCCC(C)(C)N1O.COC[C@H](C)N.COC[C@H](C)N.COC[C@H](C)N.CO.CO.CO